1.
94
Properties=species:S:1:pos:R:3:mulliken_charge:R:1 method="wB97M-V/def2-TZVPD" homo_lumo_gap_ev="7.201 / 7.368" relative_energy_kcal_mol=82.3 charge=0 spin_multiplicity=3 largest_force_ha_per_bohr=0.009
V 0.01805 -0.63074 -1.65956 -0.62
N 0.35076 -0.84036 1.86738 0.13
P -0.74282 -1.43287 0.68308 0.81
C -0.77715 -3.20734 1.12116 0.79
C -1.23170 -4.13701 0.18966 -0.61
C -1.31963 -5.47982 0.51975 -0.74
C -0.93521 -5.91236 1.78100 -0.64
C -0.46028 -4.99664 2.70795 -0.72
C -0.38250 -3.65017 2.38065 -0.34
C -2.37205 -0.87892 1.30228 0.68
C -2.93513 -1.42055 2.45977 -0.64
C -4.16841 -0.98294 2.90946 -0.77
C -4.86023 -0.00553 2.20360 -0.67
C -4.31766 0.52777 1.04548 -1.20
C -3.07855 0.09080 0.59507 0.31
P 0.19154 0.83620 2.32196 -0.27
C -0.82103 0.69158 3.84074 0.99
C -0.55870 -0.25073 4.83285 -0.33
C -1.35532 -0.31320 5.96235 -0.72
C -2.41634 0.57520 6.11537 -0.51
C -2.67811 1.51914 5.13638 -0.65
C -1.88333 1.57242 3.99658 -0.40
C 1.83711 1.09547 3.07785 0.91
C 2.77060 0.09901 3.34532 -0.35
C 3.98884 0.41891 3.93041 -0.76
C 4.28005 1.73290 4.26463 -0.55
C 3.35135 2.73254 4.00626 -0.67
C 2.14342 2.41519 3.40719 -0.64
H 1.28949 -0.99142 1.49581 0.38
H -1.47791 -3.82409 -0.81600 0.28
H -1.66552 -6.19177 -0.21830 0.45
H -0.99168 -6.96302 2.03503 0.37
H -0.14664 -5.32945 3.68922 0.44
H -0.01136 -2.93523 3.10332 0.24
H -2.40669 -2.18672 3.01195 0.36
H -4.58997 -1.40160 3.81409 0.45
H -5.82530 0.33488 2.55731 0.40
H -4.85545 1.28306 0.48701 0.50
H -2.65706 0.50320 -0.31307 0.19
H 0.27410 -0.93455 4.71302 0.31
H -1.14939 -1.04757 6.73097 0.43
H -3.03628 0.52758 7.00170 0.39
H -3.50630 2.20684 5.25119 0.44
H -2.09667 2.29230 3.21396 0.40
H 2.55746 -0.93666 3.11032 0.38
H 4.70992 -0.36414 4.12691 0.42
H 5.22995 1.97879 4.72147 0.39
H 3.57382 3.76142 4.25931 0.46
H 1.42955 3.20148 3.18144 0.35
O 0.32884 2.51252 -4.80231 -0.70
S 0.96475 1.82817 -3.65774 0.44
O 1.19734 1.46982 -0.70851 1.96
N 0.23294 0.33892 -3.37622 0.40
C -0.47579 -0.24673 -4.42788 0.03
C -0.24070 -0.09573 -5.77571 -0.66
C -1.08878 -0.70184 -6.72592 -1.08
C -2.17068 -1.44781 -6.35784 -0.95
C -2.43148 -1.64869 -4.98227 0.71
C -3.52297 -2.39421 -4.49310 -0.66
C -3.70601 -2.53123 -3.14537 -1.56
C -2.77096 -1.95655 -2.27277 -0.13
N -1.72676 -1.27448 -2.69075 0.93
C -1.56391 -1.07626 -4.03300 0.22
C 2.58048 1.27871 -4.24761 0.53
C 2.97968 -0.04686 -4.28961 0.31
C 4.25859 -0.35553 -4.73470 -0.87
C 5.12667 0.65364 -5.12409 -0.40
C 4.72285 1.98221 -5.06781 -0.63
C 3.44853 2.29742 -4.62521 -0.80
H 0.58088 0.51501 -6.11638 0.53
H -0.87304 -0.54983 -7.77564 0.40
H -2.82849 -1.89084 -7.09422 0.40
H -4.21316 -2.84331 -5.19723 0.42
H -4.54150 -3.08202 -2.73731 0.50
H -2.88890 -2.06453 -1.20203 0.83
H 2.31260 -0.83183 -3.95792 0.10
H 4.57474 -1.39012 -4.76661 0.43
H 6.12333 0.40666 -5.46698 0.38
H 5.40085 2.77066 -5.36802 0.41
H 3.12002 3.32941 -4.58445 0.42
O 1.82187 0.14859 -0.73733 -0.66
B -0.26248 1.36980 -0.79955 -0.03
O -0.68048 2.64375 -0.45624 -0.52
C 0.40768 3.39316 -0.06106 1.51
C 0.42577 4.68969 0.39446 -1.22
C 1.67124 5.22344 0.73230 -0.59
C 2.84434 4.48781 0.61167 -0.89
C 2.83036 3.17340 0.14397 -0.72
C 1.59320 2.68057 -0.16239 -0.26
H -0.48639 5.26350 0.47876 0.51
H 1.72266 6.24173 1.09380 0.42
H 3.78782 4.93923 0.88644 0.47
H 3.72106 2.56986 0.04293 0.59
I 1.40773 -2.93052 -1.86385 -0.37

=====

2.
107
Properties=species:S:1:pos:R:3:mulliken_charge:R:1 method="wB97M-V/def2-TZVPD" homo_lumo_gap_ev=8.750 relative_energy_kcal_mol=0.0 charge=0 smiles=COC[C@H](C)N.COCCNCCOC.COCCNCCOC.CO.CO.CO.CO.CO.CO.CO largest_force_ha_per_bohr=0.038
C 2.92701 0.82221 0.71300 -0.47
O 2.09629 0.55248 -0.39654 -0.28
C 0.90777 1.33909 -0.42817 -0.80
C -0.17033 0.73321 -1.30403 0.50
C -1.21325 1.78668 -1.59497 -0.90
N -0.78278 -0.39759 -0.57224 -0.24
H 2.35067 0.72516 1.64716 -0.03
H 3.32601 1.84199 0.67997 0.39
H 3.69807 0.05794 0.72998 0.12
H 0.52977 1.53653 0.58404 0.17
H 1.17856 2.31959 -0.85638 0.40
H 0.31667 0.37938 -2.22472 0.24
H -0.84627 2.78323 -1.83332 0.41
H -1.80400 1.94847 -0.68644 -0.14
H -1.86872 1.37058 -2.36017 0.17
H -1.51468 -0.83552 -1.12208 0.17
H -0.02659 -1.06795 -0.44539 0.14
C -6.09058 -2.64822 -9.17888 -0.78
O -5.83215 -2.00067 -7.95828 -0.27
C -5.87792 -0.61422 -8.06863 -0.63
C -5.53827 -0.01829 -6.73497 -0.67
N -4.27162 -0.51422 -6.26978 -0.31
C -4.09624 -0.47689 -4.82465 -0.65
C -2.86618 -1.26292 -4.41793 -0.15
O -2.84848 -2.55340 -4.98989 -0.46
C -3.89158 -3.39687 -4.54076 -0.67
H -5.26648 -2.53591 -9.89926 0.31
H -6.99724 -2.27033 -9.68486 0.30
H -6.26587 -3.70539 -8.98694 0.23
H -6.88341 -0.29915 -8.38152 0.46
H -5.13981 -0.22820 -8.78802 0.34
H -6.37141 -0.16189 -6.02529 0.37
H -5.46550 1.06435 -6.90286 0.29
H -4.07390 -1.44672 -6.60590 0.36
H -4.98373 -0.96975 -4.37891 0.26
H -4.09696 0.53433 -4.42427 0.38
H -2.83566 -1.34610 -3.32158 0.08
H -1.97579 -0.74809 -4.78247 0.34
H -3.76395 -3.69416 -3.49153 0.26
H -3.86293 -4.30511 -5.14189 0.31
H -4.88469 -2.95009 -4.65258 0.27
C 1.63519 4.41994 6.58738 -0.78
O 2.48669 4.34264 5.45406 -0.35
C 1.85704 3.82711 4.32254 -0.74
C 1.65350 2.33857 4.33718 0.01
N 2.88342 1.58961 4.51607 -0.08
C 3.17324 1.23501 5.89753 -0.73
C 2.44242 -0.01409 6.36872 -0.18
O 2.97858 -0.34660 7.64661 -0.38
C 2.33785 -1.46123 8.18908 -0.71
H 2.28291 4.58675 7.43770 0.25
H 1.01780 3.52212 6.69174 0.33
H 0.90974 5.23745 6.45433 0.33
H 2.47494 4.07232 3.45611 0.33
H 0.89136 4.34357 4.18526 0.36
H 1.16118 2.05173 3.39814 0.05
H 0.87706 2.06466 5.07322 0.16
H 2.85483 0.84232 3.83943 0.15
H 2.90810 2.07212 6.53382 0.19
H 4.24712 1.06047 5.98653 0.38
H 2.64553 -0.83584 5.66937 0.30
H 1.36679 0.15262 6.49735 0.30
H 2.75688 -1.67654 9.17179 0.27
H 2.43408 -2.32895 7.52565 0.28
H 1.26618 -1.26953 8.37753 0.29
C 3.52424 -2.49141 -1.10305 -0.59
O 2.36193 -1.91710 -1.64786 -0.49
H 4.42083 -1.92843 -1.39332 0.23
H 3.41436 -2.46672 -0.01274 0.19
H 3.67860 -3.48835 -1.50603 0.29
H 2.38433 -0.95898 -1.51734 0.43
C 0.24755 -2.10756 2.58992 -0.29
O 0.65376 -2.40581 3.91611 -0.49
H 0.70461 -2.75709 1.82447 0.25
H -0.82851 -2.25788 2.44075 0.30
H 0.54500 -1.09392 2.33217 -0.05
H 0.64008 -3.36160 4.01792 0.28
C -4.83951 2.05884 -1.55922 -0.73
O -4.43556 0.73485 -1.89333 -0.25
H -5.22848 2.64256 -2.39997 0.26
H -5.73148 1.96002 -0.91900 0.35
H -4.12142 2.62957 -0.97321 0.22
H -5.05886 0.13817 -1.47638 0.24
C -2.69645 0.74715 2.09407 -0.35
O -4.09819 0.88688 1.90930 -0.54
H -2.35191 -0.16709 1.60697 0.04
H -2.14602 1.53335 1.56533 0.13
H -2.38378 0.63938 3.13801 0.37
H -4.38881 1.66168 2.39781 0.30
C 0.06256 -4.66111 -1.54513 -0.17
O -0.77790 -5.47946 -0.73520 -0.54
H 0.42385 -5.19838 -2.42132 0.29
H -0.51800 -3.81003 -1.89995 0.04
H 0.86500 -4.22257 -0.94774 0.05
H -0.26447 -5.84860 -0.01510 0.31
C 6.88793 -0.32260 -0.19037 -0.28
O 6.93766 -0.99431 -1.43014 -0.51
H 6.99671 0.75624 -0.33910 0.20
H 5.92163 -0.49822 0.28283 0.00
H 7.66399 -0.66721 0.49582 0.35
H 7.81661 -1.35374 -1.56075 0.29
C 5.89685 3.98190 2.44466 -0.32
O 7.22344 4.04642 2.95402 -0.54
H 5.74701 4.69285 1.62789 0.33
H 5.62688 2.97781 2.13093 0.06
H 5.19776 4.26936 3.24238 0.19
H 7.55992 4.92734 2.77973 0.30